Entry a
This record from the Open Molecules 2025 dataset describes a structure of composition H35O18. The level of theory is the ωB97M-V functional and the def2-TZVPD basis.

Properties
HOMO = -6.7 eV
orbital gap = 0.32373 Ha

Structure (ORCA input):
```
! wB97M-V def2-TZVPD RIJCOSX def2/J DEFGRID3
* xyz -1 1
O -0.16 -2.10 2.31
H -0.92 -2.36 1.79
H 1.20 -2.39 1.33
O 3.05 2.95 1.84
H 2.65 2.47 2.58
O -4.48 3.11 1.27
H -5.10 2.39 1.34
H -3.57 2.80 1.44
O 1.29 -3.47 -3.58
H 0.38 -3.47 -3.90
H 1.72 -2.70 -3.94
O -2.14 1.82 2.10
H -1.74 2.61 2.51
H -1.21 1.09 2.39
O 1.62 1.34 -3.90
H 1.57 0.97 -3.01
H 2.48 1.76 -3.85
O 4.94 1.06 -2.56
H 4.19 1.01 -3.16
H 5.13 1.99 -2.78
O 3.25 -0.93 -1.79
H -2.25 -0.35 1.25
H -0.90 3.34 0.11
O 2.31 -1.69 3.73
H 1.76 -1.51 2.95
H 2.92 -2.28 3.27
O -2.53 1.31 -3.06
H -2.97 0.83 -2.35
H -1.62 1.34 -2.75
O -0.67 -4.07 -1.27
H -1.16 -3.26 -1.18
H 0.20 -3.84 -0.92
O -2.82 -1.86 -4.44
H -3.72 -1.95 -4.76
H -2.19 -2.26 -5.04
O -0.09 3.08 -0.33
H 2.24 3.25 1.41
H 0.19 2.27 0.10
O 2.01 -2.70 0.83
H 2.74 -1.23 -1.09
H 2.51 -3.17 1.50
O 0.00 0.76 2.52
H 0.03 -1.16 2.43
H 0.45 0.90 1.69
O -1.78 -0.52 0.45
H 4.04 -1.41 -2.01
H -2.04 -0.38 -0.45
O 0.54 3.16 3.24
H 0.60 3.39 4.17
H 0.27 2.19 3.16
O -4.11 -1.06 2.72
H -4.70 -0.58 3.30
H -3.42 -0.47 2.39
*
```

Löwdin population analysis, charges in e, atoms 1 to 5: atom 1 (O): -0.0633, atom 2 (H): 0.0426, atom 3 (H): -0.0051, atom 4 (O): -0.0826, atom 5 (H): 0.0111

Entry b
This record from the Open Molecules 2025 dataset describes a cluster of 18 separate species, H35O18 in total. The level of theory is the ωB97M-V functional and the def2-TZVPD basis.

Properties
HOMO = -7.2 eV
orbital gap = 0.35186 Ha

Structure (ORCA input):
```
! wB97M-V def2-TZVPD RIJCOSX def2/J DEFGRID3
* xyz -1 1
O 3.16 1.82 -0.94
H 3.65 2.50 -0.81
H -1.83 2.16 -0.08
O -0.58 -2.74 4.40
H -0.85 -2.67 3.47
O 0.52 4.45 -0.25
H -0.02 3.76 -0.70
H 0.25 4.16 0.59
O 0.18 0.07 -2.53
H -0.49 1.76 2.91
H 0.28 0.01 -1.54
O -5.30 -1.41 2.25
H -5.09 -2.37 2.00
H -5.09 -0.84 1.49
O -2.01 4.93 -0.65
H -1.26 5.29 -0.60
H -2.23 4.58 -1.51
O 4.46 0.40 3.53
H 4.32 0.12 2.61
H 5.13 1.10 3.37
O 1.32 -3.39 -2.15
H -3.07 -0.45 4.32
H -2.03 -3.17 -2.81
O 2.77 -0.48 0.14
H 1.83 -0.25 0.27
H 2.78 -0.64 -0.82
O 2.86 2.67 -3.88
H 2.22 2.08 -3.48
H 2.31 3.43 -3.60
O 0.16 -0.17 0.15
H -2.50 -0.05 0.53
H -0.05 -0.37 0.97
O -2.42 -0.84 0.96
H -1.64 -1.25 0.75
H 0.87 0.78 -2.65
O -1.83 -4.12 -2.85
H 0.36 -2.98 4.38
H -0.96 -4.04 -3.20
O -0.89 1.98 -0.37
H 0.93 -3.66 -2.91
H -0.41 1.30 0.02
O 0.11 1.11 3.25
H 3.03 1.26 -0.14
H -0.32 0.96 4.08
O -2.54 0.28 4.06
H 0.78 -2.93 -1.53
H -2.09 -0.27 3.43
O -0.15 -2.63 0.32
H 0.05 -1.58 0.14
H -0.28 -3.20 -0.42
O 0.38 -2.00 -5.15
H 0.09 -2.53 -5.85
H -0.22 -1.35 -5.07
*
```

Löwdin population analysis, charges in e, atoms 1 to 5: atom 1 (O): 0.0019, atom 2 (H): -0.0867, atom 3 (H): 0.0815, atom 4 (O): -0.0704, atom 5 (H): 0.0303

Pick entry a: it beats the second-best structure by 45.3 kcal/mol.

Entry a
This record from the Open Molecules 2025 dataset describes a cluster of 2 separate species, C2H2N2O2S in total. The level of theory is the ωB97M-V functional and the def2-TZVPD basis.

Properties
structure (SMILES) = O=NC=S.N=C=O
HOMO (alpha / beta) = -9.0 / -9.0 eV
orbital gap (alpha / beta) = 0.28795 / 0.25633 Ha

Structure (ORCA input):
```
! wB97M-V def2-TZVPD RIJCOSX def2/J DEFGRID3
* xyz 0 1
O -2.85 -1.22 -0.20
N -2.06 -0.56 0.34
C -1.01 0.22 0.48
S -1.18 1.45 -0.62
H -0.58 0.25 1.41
N 2.06 0.53 0.04
C 1.88 -0.53 -0.49
O 1.98 -1.60 -0.96
H 1.78 1.46 0.00
*
```

Löwdin population analysis, charges in e, atoms 1 to 5: atom 1 (O): 0.1334, atom 2 (N): -0.1398, atom 3 (C): -0.6505, atom 4 (S): 0.6422, atom 5 (H): 0.0499

Entry b
This record from the Open Molecules 2025 dataset describes a cluster of 2 separate species, C2H2N2O2S in total. The level of theory is the ωB97M-V functional and the def2-TZVPD basis.

Properties
HOMO (alpha / beta) = -10.3 / -10.3 eV
orbital gap (alpha / beta) = 0.25708 / 0.25728 Ha

Structure (ORCA input):
```
! wB97M-V def2-TZVPD RIJCOSX def2/J DEFGRID3
* xyz 0 1
C 1.68 -1.86 -0.10
C -0.69 0.46 0.68
N 1.56 -2.98 -0.46
N -0.90 1.26 -0.56
O -1.28 0.69 -1.55
O -0.57 2.41 -0.53
S 1.83 -0.22 0.36
H -0.64 0.90 1.71
H -0.98 -0.66 0.45
*
```

Löwdin population analysis, charges in e, atoms 1 to 5: atom 1 (C): -0.7621, atom 2 (C): 0.0808, atom 3 (N): 0.0763, atom 4 (N): -0.5031, atom 5 (O): 0.0759

Pick entry a: it beats the second-best structure by 39.2 kcal/mol.

Entry a
This record from the Open Molecules 2025 dataset describes the molecule C7H11NO. The level of theory is the ωB97M-V functional and the def2-TZVPD basis.

Properties
structure (SMILES) = O[C@]12CN(C1)[C@@]1(CC1)C2
HOMO = -8.7 eV
orbital gap = 0.34906 Ha

Structure (ORCA input):
```
! wB97M-V def2-TZVPD RIJCOSX def2/J DEFGRID3
* xyz 0 1
O -2.33 -0.75 -1.48
C -1.30 -0.27 -0.72
C -1.01 1.23 -0.50
N -0.42 0.82 0.76
C -1.45 -0.25 0.88
C 0.74 0.15 0.27
C 2.05 0.82 0.14
C 1.89 -0.27 1.16
C 0.16 -0.86 -0.80
H -2.34 -1.72 -1.49
H -0.31 1.65 -1.21
H -1.93 1.83 -0.40
H -0.94 -0.98 1.51
H -2.39 0.04 1.37
H 2.69 0.55 -0.72
H 2.09 1.87 0.48
H 2.38 -1.26 0.93
H 1.82 0.07 2.19
H 0.50 -0.75 -1.84
H 0.13 -1.91 -0.52
*
```

Löwdin population analysis, charges in e, atoms 1 to 5: atom 1 (O): 0.0351, atom 2 (C): -0.4472, atom 3 (C): -0.0903, atom 4 (N): -0.0579, atom 5 (C): -0.0436

Entry b
This record from the Open Molecules 2025 dataset describes the molecule C7H11NO. The level of theory is the ωB97M-V functional and the def2-TZVPD basis.

Properties
structure (SMILES) = C1=C[C@@H]2CNCC[C@@H]1O2
HOMO = -8.2 eV
orbital gap = 0.33874 Ha

Structure (ORCA input):
```
! wB97M-V def2-TZVPD RIJCOSX def2/J DEFGRID3
* xyz 0 1
C -1.74 -1.15 -0.44
C -2.31 0.03 -0.11
C -1.21 0.81 0.64
C 0.00 1.66 -0.12
N 1.32 1.01 -0.40
C 1.87 -0.19 0.29
C 1.09 -1.62 0.12
C -0.29 -1.03 0.02
O -0.48 -0.22 1.22
H -2.14 -2.05 -0.91
H -3.24 0.40 -0.31
H -1.64 1.43 1.41
H -0.37 2.07 -1.12
H 0.19 2.55 0.48
H 1.38 0.98 -1.45
H 1.91 0.12 1.38
H 2.94 -0.27 -0.01
H 1.38 -2.19 0.95
H 1.39 -2.00 -0.84
H -0.04 -0.33 -0.79
*
```

Löwdin population analysis, charges in e, atoms 1 to 5: atom 1 (C): 0.0169, atom 2 (C): -0.0063, atom 3 (C): -0.2775, atom 4 (C): -0.1187, atom 5 (N): -0.1116

Entry c
This record from the Open Molecules 2025 dataset describes the molecule C7H11NO. The level of theory is the ωB97M-V functional and the def2-TZVPD basis.

Properties
structure (SMILES) = C=C=C(C)N(C)C(C)=O
HOMO = -8.9 eV
orbital gap = 0.35654 Ha

Structure (ORCA input):
```
! wB97M-V def2-TZVPD RIJCOSX def2/J DEFGRID3
* xyz 0 1
C -2.70 -0.85 0.28
C -1.42 -0.57 0.23
C -0.12 -0.56 0.27
C 0.67 -1.86 0.63
N 0.74 0.55 0.16
C 1.56 0.92 1.36
C 0.65 1.34 -0.91
C -0.30 1.11 -1.96
O 1.38 2.33 -1.03
H -3.33 -1.02 1.15
H -3.17 -1.19 -0.68
H 0.16 -2.20 1.58
H 1.72 -1.72 0.69
H 0.50 -2.71 -0.14
H 0.90 0.90 2.23
H 2.42 0.15 1.46
H 2.06 1.80 1.33
H -1.30 1.56 -1.64
H -0.05 1.85 -2.78
H -0.39 0.16 -2.24
*
```

Löwdin population analysis, charges in e, atoms 1 to 5: atom 1 (C): 0.0272, atom 2 (C): -0.0642, atom 3 (C): -0.2986, atom 4 (C): -0.0143, atom 5 (N): -0.0524

Pick entry c: it beats the second-best structure by 4.2 kcal/mol.